[1]
{"formula": "C37H52CsN7O2SSb", "method": "ωB97M-V/def2-TZVPD", "species": ["Cs", "O", "C", "N", "C", "C", "C", "C", "C", "C", "N", "C", "C", "C", "C", "C", "N", "H", "H", "H", "H", "H", "H", "H", "H", "H", "H", "O", "C", "C", "C", "C", "C", "C", "C", "N", "C", "C", "N", "H", "H", "H", "H", "H", "H", "H", "C", "N", "C", "C", "N", "C", "S", "H", "H", "H", "H", "H", "H", "H", "H", "C", "C", "C", "C", "Sb", "C", "C", "C", "C", "C", "C", "C", "C", "H", "H", "H", "H", "H", "H", "H", "H", "H", "H", "H", "H", "H", "H", "H", "H", "H", "H", "H", "H", "H", "H", "H", "H", "H", "H", "H"], "positions_angstrom": [[0.58809, 1.34718, 1.07345], [-1.45224, 2.35498, 5.44815], [-1.25000, 2.03656, 4.25269], [-0.26036, 1.31614, 3.76438], [0.64648, 0.92329, 4.81792], [1.88526, 0.17883, 4.37012], [2.82426, -0.19398, 5.34115], [3.97995, -0.84033, 4.96244], [4.19396, -1.10749, 3.61370], [3.21926, -0.71224, 2.72025], [2.08904, -0.09707, 3.08424], [-2.26895, 2.57643, 3.23874], [-3.27047, 3.41873, 3.72121], [-4.19168, 3.94764, 2.83824], [-4.09322, 3.62869, 1.49083], [-3.06910, 2.78518, 1.09901], [-2.17962, 2.26256, 1.94268], [0.14202, 0.30822, 5.58076], [0.98944, 1.79947, 5.39189], [2.63006, 0.04101, 6.38023], [4.71496, -1.12977, 5.70449], [5.09099, -1.60134, 3.26588], [3.34072, -0.88499, 1.65459], [-3.27908, 3.62538, 4.78147], [-4.97573, 4.60779, 3.19089], [-4.78187, 4.02654, 0.75796], [-2.94921, 2.51765, 0.05350], [2.10057, 0.61785, -1.14417], [3.28602, 0.55400, -1.59495], [3.62428, -0.33065, -2.67655], [4.87959, -0.40711, -3.22683], [5.92036, 0.39435, -2.74771], [5.64449, 1.24715, -1.69758], [4.38509, 1.34752, -1.10000], [4.20933, 2.25200, 0.04273], [3.10330, 2.49598, 0.71525], [3.43614, 3.36782, 1.72417], [4.75880, 3.67184, 1.66633], [5.24492, 2.95700, 0.59395], [2.82383, -0.95041, -3.06225], [5.06067, -1.09393, -4.04728], [6.91091, 0.34966, -3.17954], [6.46027, 1.86359, -1.33180], [2.70098, 3.71537, 2.43564], [5.38694, 4.30369, 2.26747], [6.19727, 2.94914, 0.27922], [-1.99285, 2.22953, -3.18015], [-0.62167, 2.55582, -3.48649], [0.24157, 1.53507, -4.07168], [1.60290, 2.23429, -4.05908], [1.41092, 3.26996, -3.05192], [0.11422, 3.36814, -2.68035], [-0.47215, 4.34699, -1.47022], [-2.48117, 1.85654, -4.08244], [-2.50404, 3.12545, -2.83379], [-2.04909, 1.46370, -2.39780], [-0.09131, 1.28393, -5.08070], [0.24168, 0.63025, -3.45063], [1.82874, 2.68585, -5.02958], [2.41133, 1.56606, -3.78231], [2.10851, 3.45951, -2.35137], [-2.41476, -2.01654, -3.65932], [-3.17096, -2.22260, -2.34534], [-3.73518, -3.63969, -2.33687], [-4.34186, -1.23857, -2.30755], [-1.78645, -1.58399, -0.73548], [-2.88514, -2.03779, 1.12733], [-1.90604, -2.02301, 2.30160], [-3.83172, -0.85121, 1.32509], [-3.68142, -3.33628, 1.14713], [-0.13078, -3.03381, -0.85146], [0.80206, -2.45087, -1.91469], [0.63538, -3.01346, 0.47140], [-0.49288, -4.47050, -1.20274], [-3.11866, -2.07751, -4.49898], [-1.65766, -2.78540, -3.81387], [-1.92164, -1.04347, -3.71110], [-4.36191, -3.77550, -3.22862], [-4.36321, -3.83353, -1.47053], [-2.96071, -4.40305, -2.36727], [-4.95722, -1.36772, -3.20697], [-4.01234, -0.19736, -2.27893], [-4.98687, -1.41002, -1.44611], [-1.24804, -1.14992, 2.30039], [-1.29559, -2.92401, 2.34324], [-2.48137, -1.97419, 3.23341], [-3.27845, 0.07986, 1.44067], [-4.41210, -1.00283, 2.24313], [-4.54042, -0.72712, 0.50607], [-3.07842, -4.20776, 0.88390], [-4.53698, -3.29488, 0.47277], [-4.07729, -3.50006, 2.15717], [1.13051, -1.44291, -1.64839], [0.34180, -2.41313, -2.90346], [1.69746, -3.08015, -1.99400], [0.81278, -2.00194, 0.84371], [1.61862, -3.47270, 0.31336], [0.13134, -3.58138, 1.25172], [-0.85543, -4.55657, -2.22758], [-1.24703, -4.89144, -0.53463], [0.40429, -5.09796, -1.12657]], "forces_ev_per_a": [[-1.0, 0.0, -1.0], [0.0, 0.0, 0.1], [-0.1, 0.0, -0.1], [-0.1, 0.0, 0.6], [-0.1, 0.0, 0.0], [0.0, 0.0, 0.0], [0.0, 0.0, 0.0], [0.0, 0.0, 0.0], [0.0, 0.0, 0.0], [-0.1, 0.0, 0.1], [0.1, -0.2, 0.3], [0.1, -0.1, 0.0], [0.0, 0.0, 0.0], [0.0, 0.0, 0.0], [0.0, 0.0, 0.0], [0.0, 0.0, 0.1], [-0.1, 0.1, 0.2], [0.0, 0.0, 0.0], [0.0, 0.0, 0.0], [0.0, 0.0, 0.0], [0.0, 0.0, 0.0], [0.0, 0.0, 0.0], [0.0, 0.0, 0.0], [0.0, 0.0, 0.0], [0.0, 0.0, 0.0], [0.0, 0.0, 0.0], [0.0, 0.0, 0.0], [0.3, -0.2, -0.4], [0.0, 0.0, 0.0], [0.0, 0.0, 0.0], [0.0, 0.0, 0.0], [0.0, 0.0, 0.0], [0.0, 0.0, 0.0], [0.0, 0.1, 0.1], [0.0, -0.1, -0.1], [0.6, 0.4, 0.0], [0.1, 0.0, 0.0], [0.0, 0.0, 0.0], [0.1, 0.0, 0.0], [0.0, 0.0, 0.0], [0.0, 0.0, 0.0], [0.0, 0.0, 0.0], [0.0, 0.0, 0.0], [0.0, 0.0, 0.0], [0.0, 0.0, 0.0], [0.0, 0.0, 0.0], [0.0, 0.0, -0.1], [-0.1, -0.1, 0.1], [0.0, 0.0, -0.1], [0.0, -0.1, 0.0], [0.1, -0.1, 0.1], [0.0, 0.2, 0.0], [0.0, 0.0, 0.1], [0.0, 0.0, 0.0], [0.0, 0.0, 0.0], [0.0, 0.0, 0.0], [0.0, 0.0, 0.0], [0.0, 0.0, 0.0], [0.0, 0.0, 0.0], [0.0, -0.1, 0.0], [0.0, 0.0, 0.0], [0.0, 0.0, 0.0], [0.0, 0.0, 0.0], [0.0, 0.0, 0.0], [0.0, 0.0, 0.0], [0.0, 0.1, 0.1], [0.0, 0.0, 0.0], [0.0, 0.0, 0.0], [0.0, 0.0, 0.0], [0.0, 0.0, 0.0], [0.0, 0.0, 0.0], [0.0, 0.0, 0.0], [0.0, -0.1, 0.0], [0.0, 0.0, 0.0], [0.0, 0.0, 0.0], [0.1, 0.0, 0.0], [0.0, 0.1, 0.0], [0.0, 0.0, 0.0], [0.0, 0.0, 0.0], [0.0, 0.0, 0.0], [0.0, 0.0, 0.0], [0.0, 0.0, 0.0], [0.0, 0.0, 0.0], [0.0, 0.0, 0.0], [-0.1, 0.1, 0.0], [0.0, 0.0, 0.0], [0.0, 0.0, 0.0], [0.0, 0.0, 0.0], [0.0, 0.0, 0.0], [0.0, 0.0, 0.0], [0.0, 0.0, 0.0], [0.0, 0.0, 0.0], [0.0, 0.0, 0.0], [0.0, 0.0, -0.1], [0.0, 0.0, 0.0], [0.0, 0.0, 0.0], [0.0, 0.0, 0.0], [0.0, 0.0, 0.0], [0.0, 0.0, 0.0], [0.0, 0.0, 0.0], [0.0, 0.0, 0.0]], "de_lowest_kj_mol": 59.4, "spin_multiplicity": 1, "homo_ev": -4.4, "charge": -1, "gap_ha": 0.2390}

[2]
{"formula": "C4H7N2O", "method": "ωB97M-V/def2-TZVPD", "species": ["C", "N", "C", "C", "C", "N", "O", "H", "H", "H", "H", "H", "H", "H"], "positions_angstrom": [[1.08814, -1.27913, -0.99846], [0.27612, -0.26870, -0.28460], [-0.98887, 0.30898, -0.61265], [-1.22917, 1.20116, 0.56183], [-0.23191, 1.07418, 1.45354], [0.68631, 0.22861, 0.92529], [1.70829, -0.16724, 1.49957], [0.44640, -2.16856, -1.13885], [1.60109, -0.96137, -1.92673], [1.83269, -1.53366, -0.28297], [-1.86633, -0.32615, -0.65168], [-1.03690, 0.69512, -1.61325], [-2.19967, 1.83657, 0.61724], [-0.08617, 1.36019, 2.45173]], "forces_ev_per_a": [[-0.8, -0.2, 0.2], [1.0, 0.2, 0.7], [0.0, 0.7, 0.9], [-1.9, 1.6, -0.4], [-2.1, 0.8, -0.8], [2.7, -3.7, -1.2], [-1.9, 1.0, -1.3], [0.3, 0.5, -0.2], [-0.7, 0.3, 0.5], [0.8, -0.4, 0.4], [0.0, -1.2, 0.4], [0.4, 0.9, -0.5], [2.0, -1.3, 0.2], [0.1, 0.7, 1.0]], "smiles": "CN1CC=C[N+]1=O", "de_lowest_kj_mol": 396.4, "spin_multiplicity": 1, "homo_ev": [-15.6, -15.6], "charge": 1, "gap_ha": [0.3482, 0.3482]}

[3]
{"formula": "C3HN", "method": "ωB97M-V/def2-TZVPD", "species": ["C", "C", "C", "N", "H"], "positions_angstrom": [[0.14856, -1.31615, 0.87018], [0.49704, -0.27920, 0.13837], [-0.61556, 0.51508, -0.28657], [-1.55602, 1.11520, -0.59699], [1.52598, -0.03492, -0.12499]], "forces_ev_per_a": [[0.3, 0.4, -0.3], [-0.2, -0.4, 0.3], [-0.9, 0.6, -0.3], [1.0, -0.5, 0.3], [-0.2, -0.1, 0.1]], "de_lowest_kj_mol": 195.2, "spin_multiplicity": 1, "homo_ev": -11.3, "charge": 0, "gap_ha": 0.3518}